[1]
8
Properties=species:S:1:pos:R:3:mulliken_charge:R:1 method="wB97M-V/def2-TZVPD" energy_ev=-242734.6857 e_lumo_ev="-3.28 / -3.28"
N 0.3755 0.6138 -0.1628 -0.243
P 0.3003 1.2158 -1.7150 0.504
P 0.2856 1.6319 1.2329 0.415
Cl 0.8219 3.1467 -1.3910 -0.032
Br 2.7138 1.5873 1.4263 -0.357
Br -0.3602 0.2183 2.7839 -0.133
Br -2.1762 2.1398 0.4628 -0.514
H -0.2134 -0.2742 -0.0693 0.359

[2]
34
Properties=species:S:1:pos:R:3:mulliken_charge:R:1 method="wB97M-V/def2-TZVPD" energy_ev=-605071.9613 charge=-6 e_lumo_ev="8.35 / 7.24" s2=30.0328 spin_multiplicity=11
Fe -1.8529 -0.9934 -5.4657 0.666
Fe 3.4352 3.2565 -1.6245 0.519
Cl -2.6839 -0.1213 -3.5841 -0.346
Cl -2.3854 -4.5428 5.0884 1.574
O -2.1774 -3.8583 6.3896 -0.697
O -3.2751 -5.5818 5.3041 -0.636
O -2.7653 -3.5186 4.2052 -0.616
O -1.1625 -5.0024 4.5675 -0.625
Cl 1.1483 0.7789 -2.4586 1.595
O 1.4193 0.8796 -1.0692 -0.507
O 2.5169 1.9434 -2.9912 -0.629
O 1.3712 -0.4667 -2.9986 -0.463
O 0.0899 1.6227 -2.9458 -0.454
Cl 0.1163 0.1738 -7.3366 1.556
O 1.1369 -0.2345 -6.5838 -0.403
O -1.0773 0.5937 -6.0569 -0.531
O 0.5119 1.3191 -8.1243 -0.621
O -0.5346 -0.7061 -8.1859 -0.462
Cl 5.9200 -4.2792 2.7547 1.474
O 4.9008 -5.2198 2.5262 -0.568
O 5.6689 -3.1829 1.9989 -0.521
O 6.6024 -3.9781 3.9811 -0.610
O 7.0153 -4.6797 1.8556 -0.775
Cl -3.2885 4.0375 7.7103 1.542
O -4.2307 3.2450 8.4999 -0.684
O -3.3149 5.3077 8.4262 -0.657
O -1.9926 3.4577 7.5637 -0.586
O -3.9887 4.0669 6.4598 -0.616
Br -4.2440 -1.2100 -6.9552 -0.561
Br 3.4475 5.7462 -2.8731 -0.598
Br 4.7316 1.6425 -0.6268 -0.252
Br -1.2351 -3.0834 -6.0380 -0.309
Br 2.1690 4.3658 -0.0822 -0.200
Br -11.9923 8.2221 -1.3309 -1.000

[3]
12
Properties=species:S:1:pos:R:3:mulliken_charge:R:1 method="wB97M-V/def2-TZVPD" energy_ev=-538278.9281 charge=+2 e_lumo_ev=-6.54
Sr -0.6402 2.4086 2.9202 1.567
Sr 3.9518 0.2563 0.4534 1.295
Sr -2.3529 -3.5414 1.2199 1.497
Sr -2.5028 -0.8162 -3.5432 1.472
Cu 0.2688 0.2372 -0.6025 0.994
Br -1.3717 2.6812 0.0087 -0.721
Br 2.3878 -1.4061 -0.9227 -0.698
Br 3.2222 2.6688 -0.5491 -0.678
Br -2.4939 -1.1918 -0.6427 -0.719
Br -1.7298 -2.0906 3.2736 -0.655
Br 1.4013 0.4801 2.2617 -0.691
Br -0.1407 0.3138 -3.8771 -0.663

[4]
8
Properties=species:S:1:pos:R:3:mulliken_charge:R:1 method="wB97M-V/def2-TZVPD" energy_ev=-91812.6257 charge=-1 e_lumo_ev="2.75 / 2.79"
N 1.3068 -1.9693 2.1244 0.756
N 1.6834 -2.4262 1.1825 -0.225
N 3.3567 -1.4513 0.5548 -0.330
O 0.9797 -1.5754 3.2057 -0.556
F -0.6190 0.7870 0.7938 -0.370
Cl 1.0578 1.2944 -1.4040 -0.826
Br 3.3175 0.0387 -0.2359 0.259
H -0.1465 0.8455 0.0551 0.293

[5]
5
Properties=species:S:1:pos:R:3:mulliken_charge:R:1 method="wB97M-V/def2-TZVPD" energy_ev=-93175.8206 e_lumo_ev="-3.50 / -1.56"
F -0.4168 -1.3306 -1.8328 -0.244
Si 0.2615 -1.1433 -0.3423 0.614
Cl 0.4657 -2.7755 0.5219 -0.008
Br 3.9586 0.0938 -0.0221 -0.260
H 1.1855 -0.1251 -0.4739 -0.103

[6]
5
Properties=species:S:1:pos:R:3:mulliken_charge:R:1 method="wB97M-V/def2-TZVPD" energy_ev=-93175.6121 e_lumo_ev="0.70 / -4.38" s2=2.0034 spin_multiplicity=3
F -0.1223 0.1625 1.4738 -0.211
Si -0.3513 -0.0235 -0.0729 0.403
Cl -0.2024 1.7912 -0.7802 -0.172
Br 2.2148 -1.0972 -0.4420 0.081
H -1.5388 -0.8330 -0.1786 -0.101

[7]
6
Properties=species:S:1:pos:R:3:mulliken_charge:R:1 method="wB97M-V/def2-TZVPD" energy_ev=-93656.0929 e_lumo_ev="-1.46 / -0.94"
N 0.6848 -0.2594 0.0577 -0.308
N 1.4028 1.7929 1.1344 -0.399
Cl 1.5266 -0.0271 -1.2455 0.055
Br 2.6024 0.8937 2.2618 0.059
I 2.1506 2.6664 -0.4242 0.305
H -0.1774 0.2932 -0.0670 0.288

[8]
5
Properties=species:S:1:pos:R:3:mulliken_charge:R:1 method="wB97M-V/def2-TZVPD" energy_ev=-87689.2278 e_lumo_ev=-1.58
O -0.4872 -0.5119 -1.2487 -0.422
S 0.1806 -0.1388 -0.0453 0.998
O -0.1848 -0.5714 1.2167 -0.388
F -0.1504 1.4537 -0.0469 -0.204
Br 2.3984 -0.0109 0.0350 0.015

[9]
19
Properties=species:S:1:pos:R:3:mulliken_charge:R:1 method="wB97M-V/def2-TZVPD" energy_ev=-82526.4696 charge=-1 e_lumo_ev=3.56
Br 0.0885 -0.1649 0.3988 -0.893
O -2.6836 -1.5854 1.8227 -0.655
H -3.0065 -0.6846 1.9158 0.323
H -1.9140 -1.4774 1.2467 0.299
O 1.8162 2.6966 1.1431 -0.641
H 2.2358 2.7009 0.2771 0.337
H 1.1702 1.9794 1.0685 0.256
O -1.4628 -0.9577 -2.5149 -0.631
H -2.3613 -1.1481 -2.2339 0.309
H -1.0124 -0.7051 -1.6922 0.355
O -2.1657 2.4317 0.3266 -0.637
H -1.7055 2.9675 0.9784 0.322
H -1.5056 1.7672 0.0793 0.327
O 1.8334 -3.1548 0.3406 -0.650
H 1.4146 -3.6552 1.0451 0.299
H 1.4083 -2.2854 0.3924 0.292
O 2.7330 0.8030 -1.5221 -0.608
H 3.1560 0.0714 -1.9779 0.280
H 1.9613 0.4009 -1.0940 0.315

[10]
6
Properties=species:S:1:pos:R:3:mulliken_charge:R:1 method="wB97M-V/def2-TZVPD" energy_ev=-83459.8492 e_lumo_ev=-0.58
O -0.1173 -0.3369 -0.2375 -0.459
P 0.6870 0.8775 -0.0729 0.556
O 2.2031 0.4252 0.1984 -0.419
H 2.4381 -0.5070 0.2371 0.336
Br -3.2871 -0.0683 0.0356 -0.310
H -1.9238 -0.3905 -0.1607 0.296

[11]
9
Properties=species:S:1:pos:R:3:mulliken_charge:R:1 method="wB97M-V/def2-TZVPD" energy_ev=-84423.0490 e_lumo_ev=-0.50
H -0.7577 -0.0572 1.5092 0.245
N -0.4886 -0.1577 0.4480 -0.450
P -0.5071 -1.5935 -0.0233 0.710
Br -0.9140 -3.2174 1.5016 -0.174
N -0.3340 -2.1014 -1.4524 -0.602
H -0.0504 -1.4393 -2.1286 0.279
O 0.8167 2.7701 0.4185 -0.644
H 0.7125 3.5568 -0.1547 0.313
H 1.5225 2.2397 -0.1184 0.323

[12]
11
Properties=species:S:1:pos:R:3:mulliken_charge:R:1 method="wB97M-V/def2-TZVPD" energy_ev=-85927.8085 e_lumo_ev="-4.70 / -4.59"
N -1.3055 0.8148 -0.4427 -0.434
N 0.3327 0.0218 1.3207 -0.481
N 0.7412 -0.5495 -1.1144 -0.361
O -1.3777 -1.7541 0.2340 -0.626
P -0.4571 -0.6223 0.0126 0.823
Br 3.6041 -0.0375 0.0410 -0.126
H -2.1905 0.7367 -0.9563 0.245
H -0.6186 1.5081 -0.5687 0.257
H -0.1149 0.0602 2.2280 0.239
H 0.7765 0.8953 1.1895 0.250
H 0.6098 -1.0736 -1.9439 0.216

[13]
13
Properties=species:S:1:pos:R:3:mulliken_charge:R:1 method="wB97M-V/def2-TZVPD" energy_ev=-95293.8649 e_lumo_ev=-0.24
Si 0.2630 -2.8950 0.2655 0.150
N 0.3314 -1.9668 -1.1700 -0.004
Si 0.8839 -0.8436 -2.1394 0.376
Br 2.4777 -1.1879 -3.6150 -0.187
H -0.9181 -2.3381 1.0737 -0.073
H -0.5085 -4.0780 -0.1042 -0.109
H 1.6424 -3.2701 0.6791 -0.080
H 0.4274 0.6139 -2.1617 -0.102
Si -0.3218 2.4224 0.1202 0.456
H -1.8242 1.8505 -0.0363 -0.058
H -0.4122 3.7282 0.7808 -0.106
H 0.1359 2.5252 -1.1615 -0.157
H 0.4258 1.2137 0.6789 -0.105

[14]
13
Properties=species:S:1:pos:R:3:mulliken_charge:R:1 method="wB97M-V/def2-TZVPD" energy_ev=-95293.2446 e_lumo_ev=-0.34
Si -0.3246 -1.7058 -0.4020 0.266
N 0.8122 -0.5824 -0.2964 -0.001
Si 2.2791 -0.1854 0.5586 0.204
H -0.5812 -1.7949 -1.8183 -0.053
H -1.3156 -2.5092 0.5023 -0.071
H 3.2639 0.8658 -0.0037 -0.104
H 1.4951 0.4552 1.7158 -0.121
H 3.1265 -1.1223 1.1532 -0.141
Si -1.6100 1.5172 -0.4355 0.506
Br -3.0512 -0.0181 0.4140 -0.258
H -0.6913 0.8045 -1.5771 -0.017
H -0.7772 1.6510 0.7456 -0.079
H -2.6258 2.6243 -0.5565 -0.132

[15]
13
Properties=species:S:1:pos:R:3:mulliken_charge:R:1 method="wB97M-V/def2-TZVPD" energy_ev=-78365.8526 charge=-1 e_lumo_ev=3.76
Br 16.0819 6.4903 19.7096 -0.980
O 13.8956 4.3046 17.8460 -0.628
H 14.3963 3.6477 17.3624 0.299
H 14.5534 4.9262 18.1577 0.292
O 18.9183 6.6591 21.3123 -0.582
H 18.6836 6.9780 22.1837 0.282
H 18.0832 6.5874 20.8500 0.304
O 18.5014 5.1496 17.9828 -0.608
H 17.7945 5.4845 18.5346 0.304
H 19.2359 5.7406 18.1488 0.307
O 14.4774 4.1230 21.3997 -0.620
H 14.9654 4.6275 20.7490 0.344
H 14.3764 4.7208 22.1405 0.287

[16]
13
Properties=species:S:1:pos:R:3:mulliken_charge:R:1 method="wB97M-V/def2-TZVPD" energy_ev=-78365.8414 charge=-1 e_lumo_ev=3.75
Br 7.2155 18.2628 -0.2250 -0.841
O 5.6941 15.8517 -2.1306 -0.635
H 6.2807 15.8306 -2.8867 0.321
H 6.0555 16.5344 -1.5653 0.272
O 8.6298 15.5050 -1.3782 -0.606
H 7.7736 15.1344 -1.5922 0.337
H 8.4542 16.1184 -0.6646 0.241
O 10.6886 18.1795 0.7597 -0.622
H 9.7987 18.1533 0.4081 0.284
H 11.2469 18.2970 -0.0089 0.293
O 5.6548 20.5887 1.5256 -0.603
H 6.0186 20.0066 0.8586 0.264
H 5.6000 21.4420 1.0954 0.294

[17]
4
Properties=species:S:1:pos:R:3:mulliken_charge:R:1 method="wB97M-V/def2-TZVPD" energy_ev=-87448.4814 e_lumo_ev=-0.98
Br -0.1378 -0.6468 -2.5910 -0.068
P 0.7410 0.5807 -1.0305 0.017
I 3.0573 -0.5013 -0.4852 -0.078
H 0.4397 -0.0631 0.2655 0.128

| no. | largest force on an atom (eV/A) |
| --- | --- |
| 1 | 3.5 |
| 2 | 9.7 |
| 3 | 1.9 |
| 4 | 5.2 |
| 5 | 5.2 |
| 6 | 2.5 |
| 7 | 3.2 |
| 8 | 4.1 |
| 9 | 0.3 |
| 10 | 0.9 |
| 11 | 4.1 |
| 12 | 3.0 |
| 13 | 3.9 |
| 14 | 4.0 |
| 15 | 1.2 |
| 16 | 1.1 |
| 17 | 2.5 |